No. 1
Below is 2 unconnected molecules or ions with the total composition C7H14, with properties calculated with ωB97M-V/def2-TZVPD.

Summary:
Total charge ... 0
Structure (SMILES) ... C=CC[C@@H](C)C=C.[H][H]
HOMO energy ... -9.5 eV

```
21
C7H14 | the Open Molecules 2025 dataset | ωB97M-V/def2-TZVPD
C 2.509 -0.814 -0.129
C 1.363 -1.113 -0.725
C 0.050 -1.322 -0.020
C -1.009 -0.340 -0.573
C -2.312 -0.386 0.228
C -0.404 1.050 -0.680
C -0.582 2.030 0.199
H 2.577 -0.741 0.958
H 3.417 -0.635 -0.700
H 1.311 -1.174 -1.817
H -0.270 -2.366 -0.167
H 0.175 -1.161 1.061
H -1.238 -0.652 -1.602
H -2.148 -0.129 1.281
H -3.045 0.318 -0.180
H -2.753 -1.389 0.201
H 0.265 1.213 -1.533
H -0.104 3.000 0.054
H -1.199 1.895 1.089
H 2.009 1.212 1.661
H 1.387 1.504 1.396
```

Results of the Mulliken charge analysis, in e, for atoms 1 through 6: atom 1 (C): -0.78, atom 2 (C): -0.21, atom 3 (C): -0.68, atom 4 (C): 0.64, atom 5 (C): -1.71, atom 6 (C): -0.06

No. 2
Below is a single C4H9NO molecule, with properties calculated with ωB97M-V/def2-TZVPD.

Summary:
Total charge ... 0
Structure (SMILES) ... CO[C@@H]1C[C@@H]1N
HOMO energy ... -9.0 eV

```
15
C4H9NO | the Open Molecules 2025 dataset | ωB97M-V/def2-TZVPD
C -2.108 -0.375 -0.168
O -0.844 -0.820 0.126
C -0.143 0.226 0.619
C 0.364 1.156 -0.421
C 1.386 0.166 0.329
N 1.864 -1.016 -0.332
H -2.721 -0.239 0.795
H -2.641 -1.204 -0.864
H -2.139 0.580 -0.753
H -0.504 0.610 1.626
H 0.182 0.821 -1.453
H 0.617 2.310 -0.447
H 1.966 0.545 1.148
H 2.858 -0.877 -0.436
H 1.863 -1.883 0.232
```

Results of the Mulliken charge analysis, in e, for atoms 1 through 6: atom 1 (C): -0.76, atom 2 (O): -0.30, atom 3 (C): 0.02, atom 4 (C): -0.64, atom 5 (C): -0.19, atom 6 (N): -0.63

No. 3
Below is 2 unconnected molecules or ions with the total composition C5H13NO, with properties calculated with ωB97M-V/def2-TZVPD.

Summary:
Total charge ... 0
Structure (SMILES) ... CCC(N)=O.CC
HOMO energy ... -10.0 eV

```
20
C5H13NO | the Open Molecules 2025 dataset | ωB97M-V/def2-TZVPD
C -1.343 -0.425 0.302
C -0.159 -0.493 1.256
C 0.054 0.817 2.010
N 0.955 0.714 3.074
O -0.507 1.856 1.785
H -1.006 -0.465 -0.735
H -1.940 0.474 0.375
H -2.034 -1.261 0.403
H -0.296 -1.272 2.010
H 0.755 -0.712 0.702
H 1.377 1.629 3.246
H 1.662 -0.012 3.031
C 0.372 -1.671 -3.375
C 0.519 -0.256 -3.960
H 0.238 -2.357 -4.205
H 1.203 -1.895 -2.715
H -0.497 -1.681 -2.727
H -0.182 -0.158 -4.793
H 1.524 -0.065 -4.339
H 0.288 0.574 -3.296
```

Results of the Mulliken charge analysis, in e, for atoms 1 through 6: atom 1 (C): -0.78, atom 2 (C): -0.41, atom 3 (C): 0.52, atom 4 (N): -0.49, atom 5 (O): -0.58, atom 6 (H): -0.05

no.,calculated total energy (Ha),maximum force (eV Å⁻¹)
1,-275.0255,0.405
2,-287.7088,4.076
3,-328.3088,1.363